Model a:
{
  "formula": "C4H7ClN2",
  "method": "the ωB97M-V functional and the def2-TZVPD basis",
  "lumo_ev": 1.06,
  "gap_ha": 0.36675,
  "homo_energy_ev": -8.9,
  "species": ["C", "C", "C", "C", "H", "H", "H", "H", "H", "H", "H", "N", "N", "Cl"],
  "xyz": [[0.7847, -0.6007, 0.0042], [0.0652, 0.5889, 0.5067], [-0.5380, 1.5821, -0.3659], [-2.7564, -1.0846, 0.0743], [0.4064, -0.8276, -1.0088], [0.5453, -1.4892, 0.6256], [0.3234, 0.8827, 1.4961], [-0.6228, 2.6168, -0.0570], [-0.3616, 1.3737, -1.3969], [-3.0919, -1.9640, -0.4938], [-3.2487, -0.8509, 1.0015], [-1.3844, 0.6650, 0.3670], [-1.9372, -0.2928, -0.4622], [2.5864, -0.3095, -0.0480]]
}


Model b:
{
  "formula": "C4H7ClN2",
  "method": "the ωB97M-V functional and the def2-TZVPD basis",
  "lumo_ev": 0.98,
  "gap_ha": 0.40009,
  "homo_energy_ev": -9.9,
  "species": ["C", "C", "C", "C", "N", "N", "Cl", "H", "H", "H", "H", "H", "H", "H"],
  "xyz": [[-0.8965, -0.4264, 0.8456], [0.2654, 0.6302, 1.0830], [-0.3990, -1.2783, -0.4200], [0.9748, 0.6563, -0.3605], [0.4679, -0.4276, -1.1850], [-0.0980, 0.9527, -1.2606], [0.4645, 1.7220, -2.7047], [-1.1703, -0.9267, 1.7841], [-1.6956, 0.2249, 0.4897], [0.0030, 1.6157, 1.5188], [1.0854, 0.2480, 1.7084], [0.1881, -2.1753, -0.0463], [-1.2526, -1.7822, -0.9864], [2.0628, 0.9666, -0.4663]]
}


The most stable of them is model a.


Model a:
{
  "formula": "C8H6N2O",
  "method": "the ωB97M-V functional and the def2-TZVPD basis",
  "lumo_ev": 0.40,
  "gap_ha": 0.35292,
  "homo_energy_ev": -9.2,
  "species": ["C", "C", "C", "C", "C", "C", "C", "C", "H", "H", "H", "H", "H", "H", "N", "N", "O"],
  "xyz": [[1.5636, -2.0435, -0.3750], [1.8388, -1.6115, -1.6961], [1.2082, -0.5522, -2.2236], [0.1126, -0.0630, -0.2385], [0.6548, -1.1600, 0.2872], [-0.7402, 0.8850, 0.4912], [-1.8134, 2.4599, 1.3122], [-2.1381, 1.3766, 1.9828], [2.0291, -3.0713, 0.1996], [2.4064, -2.2168, -2.5588], [1.4755, -0.1162, -3.0964], [0.2233, -1.3898, 1.4000], [-2.1247, 3.5799, 1.3844], [-2.8379, 1.1334, 2.7839], [0.4503, 0.3203, -1.4952], [-0.8201, 2.1375, 0.3923], [-1.4882, 0.3318, 1.4500]]
}


Model b:
{
  "formula": "C8H6N2O",
  "method": "the ωB97M-V functional and the def2-TZVPD basis",
  "lumo_ev": [-1.66, -1.61],
  "gap_ha": [0.25239, 0.26311],
  "homo_energy_ev": [-8.5, -8.8],
  "species": ["C", "C", "C", "C", "C", "C", "C", "C", "N", "N", "O", "H", "H", "H", "H", "H", "H"],
  "xyz": [[1.4313, 0.2795, -2.9035], [-1.8493, -1.0805, 1.3284], [-1.8744, -0.4508, 0.0884], [-0.7156, -1.0179, 2.1306], [-0.7736, 0.2478, -0.3529], [0.4006, -0.3372, 1.7025], [0.3781, 0.3071, 0.4483], [1.3449, 1.5216, -2.4619], [1.3127, -0.8040, -3.3468], [1.4349, 1.0256, -0.0171], [2.5106, 1.1604, 0.5396], [-2.7181, -1.6267, 1.6686], [-2.7582, -0.5111, -0.5279], [-0.7134, -1.5077, 3.0942], [-0.7547, 0.7510, -1.3089], [1.3026, -0.2800, 2.2937], [2.0416, 2.3231, -2.3754]]
}


The most stable of them is model a.


Model a:
{
  "formula": "H6OSi2",
  "method": "the ωB97M-V functional and the def2-TZVPD basis",
  "lumo_ev": 0.53,
  "gap_ha": 0.38863,
  "homo_energy_ev": -10.0,
  "species": ["O", "Si", "Si", "H", "H", "H", "H", "H", "H"],
  "xyz": [[-1.8130, -0.3753, -0.6968], [1.3209, -0.1906, -0.0110], [-0.8865, 0.3251, 0.4438], [-1.6424, -0.0987, -1.6748], [1.2624, -1.6095, -0.3592], [2.1934, 0.5034, -1.0737], [2.1177, -0.1113, 1.2185], [-1.0811, -0.1251, 1.9272], [-1.4714, 1.6819, 0.2259]]
}


Model b:
{
  "formula": "H6OSi2",
  "method": "the ωB97M-V functional and the def2-TZVPD basis",
  "lumo_ev": 0.57,
  "gap_ha": 0.39431,
  "homo_energy_ev": -10.2,
  "species": ["O", "Si", "Si", "H", "H", "H", "H", "H", "H"],
  "xyz": [[-0.1508, -0.2633, 0.3666], [-0.9236, 1.4487, -0.0420], [0.9237, -1.4096, 0.0445], [-1.3256, 1.1153, -1.4333], [-1.9083, 1.7609, 1.1562], [0.1291, 2.5449, 0.1464], [2.2104, -0.9879, -0.4690], [0.4091, -2.1581, -1.0728], [0.6360, -2.0509, 1.3032]]
}


The most stable of them is model b.